(1)
This record from the Open Molecules 2025 dataset describes C21H50AlIN7O4P2S as an isolated structure at a distorted geometry. The level of theory is ωB97M-V/def2-TZVPD.

Cartesian coordinates (Å):
N 3.310 -1.850 -4.545
C 3.935 0.300 -6.720
H 4.003 0.383 -7.808
H 7.143 -0.944 -2.881
H -6.361 3.487 3.093
C 6.965 -1.953 -3.258
N -6.790 1.428 0.437
C -6.324 2.551 3.665
H -0.984 -0.094 5.463
C 0.562 1.852 3.131
C -7.688 -1.287 1.475
H -5.285 2.385 3.956
C 5.208 -0.524 0.552
I 0.577 -1.346 3.357
C -8.298 1.590 2.774
C 2.971 -2.806 -5.588
N 4.032 -0.560 2.945
C 3.651 0.748 2.551
S 2.555 0.801 6.047
H 1.289 -1.889 -3.890
H -8.574 2.378 2.064
C 4.810 0.910 0.196
H 2.238 -0.580 -3.219
H 5.498 -3.947 -4.410
H -7.837 -2.266 1.007
H 1.694 -0.494 -4.896
C -6.635 0.775 -0.888
H 0.489 0.275 7.233
H 0.448 1.982 6.563
H -5.391 2.964 -0.084
C -5.436 -1.955 1.642
H -5.699 -2.849 1.066
O 4.716 -0.839 -2.899
H 2.884 0.110 -6.505
H -8.745 1.860 3.738
H 3.745 -3.547 -5.758
H 6.869 -1.260 -6.639
H 0.035 2.784 3.526
H 6.549 0.452 -6.331
C 4.800 -1.098 1.883
N 6.127 -1.926 -4.464
C -0.408 0.596 3.368
N -6.319 -0.832 1.302
H -1.146 0.589 2.485
N 4.806 -0.787 -6.210
C 6.141 -0.462 -6.774
H 7.126 -3.687 -5.056
H -1.304 1.753 5.099
H 2.094 -3.396 -5.301
H 3.591 2.606 1.194
H -8.402 -0.635 0.968
H 0.714 1.968 1.994
H 1.411 1.650 8.152
Al 2.443 1.724 3.941
P 4.741 -0.869 -4.434
H 2.985 3.234 4.060
H 6.511 -2.552 -2.459
C 1.087 1.243 7.143
H -8.816 0.680 2.489
H 6.078 -0.326 -7.859
H -7.952 -1.379 2.535
H 5.172 -2.168 2.085
C 3.971 1.543 1.308
H -6.885 2.711 4.591
H 4.203 1.266 -6.279
H 5.809 -1.147 -0.184
H 7.954 -2.370 -3.476
P -5.761 0.764 1.726
H -4.399 -1.730 1.387
O -4.819 0.201 2.803
O 2.799 -0.696 6.076
C 6.113 -3.270 -5.014
C -6.450 2.848 0.169
C 2.080 -1.171 -4.122
H 5.774 -3.284 -6.052
H -5.587 0.757 -1.203
H -6.664 3.483 1.028
H 2.734 -2.331 -6.548
H -7.015 -0.244 -0.910
H -5.489 -2.207 2.708
H 5.087 1.435 -0.767
O 3.758 1.442 6.758
N -6.860 1.416 2.906
H -7.218 1.305 -1.649
H -7.050 3.250 -0.651
H -2.381 0.389 4.395
C -1.312 0.691 4.697

LUMO level = 0.5 eV
strongest force on any atom = 9.0 eV/Å
orbital gap = 5.6 eV
HOMO level = -0.1872 hartree
net charge = -1

=====

(2)
This record from the Open Molecules 2025 dataset describes one molecule with the formula C22H26N2O6 at a distorted geometry. The level of theory is ωB97M-V/def2-TZVPD.

Cartesian coordinates (Å):
H 1.714 -5.931 2.379
H -2.604 2.784 -0.445
C -0.506 -3.835 3.809
C 1.157 -0.419 1.851
C -1.370 2.364 -2.678
H 2.047 2.838 -1.156
C 2.249 3.890 -3.028
H -1.471 -6.201 5.317
H 2.886 -3.804 1.928
H -3.253 -2.952 5.321
H -2.125 1.946 1.853
C -1.579 -6.556 4.290
H -0.330 0.927 -3.667
O 1.050 3.393 -3.579
H -1.685 -7.641 4.292
H -0.253 -1.706 3.877
C 0.076 -5.045 3.378
H -0.941 1.361 -5.813
H 1.550 2.629 -5.437
C 1.945 -3.801 2.457
H -2.290 2.369 -5.236
H -0.420 3.522 -6.581
C 2.056 -1.280 2.659
N 0.127 0.226 2.283
C 1.386 -2.616 2.898
H -1.685 -2.157 5.608
C -2.304 -2.670 4.866
H 1.251 4.408 -1.203
O -1.719 -3.879 4.449
C -0.418 0.829 1.174
H 3.101 3.277 -3.366
C 0.994 3.467 -4.984
C 0.169 -2.648 3.566
N -0.992 1.676 -3.777
H 0.775 0.666 -2.028
C -1.515 1.664 1.011
H 2.995 -1.418 2.124
O -1.161 4.594 -5.070
C 0.378 0.480 0.062
C -1.221 2.158 -5.122
C 0.116 0.930 -1.215
H 1.449 4.406 -5.328
H 3.017 4.317 -1.068
H -1.476 4.436 -4.158
C -0.988 1.761 -1.368
H -2.467 -6.104 3.843
H -2.491 -1.999 4.022
C 2.137 3.861 -1.512
H 2.243 -0.787 3.615
O 1.381 -0.317 0.516
O -0.421 -6.305 3.527
O -2.035 3.386 -2.738
C 1.293 -4.993 2.706
H 2.416 4.921 -3.375
C -1.774 2.119 -0.263
C -0.466 3.457 -5.485

LUMO level = 0.4 eV
strongest force on any atom = 1.2 eV/Å
orbital gap = 8.6 eV
HOMO level = -0.2984 hartree
energy above the lowest of the compared OMol25 structures with the same formula, charge and spin = 1.444 eV
net charge = 0

=====

(3)
This record from the Open Molecules 2025 dataset describes one molecule with the formula C20H27N3O5S at a distorted geometry. The level of theory is ωB97M-V/def2-TZVPD.

Cartesian coordinates (Å):
C 4.021 6.521 0.159
H -1.662 -4.825 0.920
C 2.443 4.600 0.570
O 0.878 -1.807 1.007
H 4.591 7.065 -0.591
C 3.332 5.310 -0.463
N -4.372 -4.255 2.035
O -0.035 1.897 -2.621
H -4.130 -1.434 -0.204
H -0.181 -0.622 -2.955
O -5.283 -1.940 1.991
H -5.549 -5.394 0.776
C -2.569 -5.425 0.990
H 4.702 6.209 0.947
C -3.087 -1.545 0.045
N 0.421 -0.979 -1.005
C -2.765 -2.092 1.277
N 1.933 1.505 -1.561
H -1.241 -2.608 2.699
H -3.198 -4.177 -0.681
C 1.428 -1.280 -0.114
C -1.457 -2.225 1.717
C 0.660 -0.392 -2.299
C -0.789 -1.272 -0.417
C 3.647 3.228 -1.841
C -3.291 -5.170 2.328
H 2.884 4.705 1.563
C 2.271 2.880 -1.253
H 1.466 5.086 0.594
H -5.341 -3.701 0.290
H 2.554 0.790 -1.200
H 5.071 4.838 -1.657
H 1.334 2.746 0.685
H -2.290 -6.472 0.897
H 1.581 -0.821 -2.705
H -2.344 -0.674 -1.782
H -3.726 -6.096 2.714
C -2.100 -1.120 -0.832
C 0.806 1.142 -2.186
H -3.820 -5.825 -0.764
C -0.478 -1.805 0.845
H 3.083 2.528 0.699
S -4.095 -2.647 2.361
O -3.618 -2.574 3.708
H 4.266 2.328 -1.852
C -3.585 -5.006 -0.088
H 2.708 5.659 -1.293
C -4.833 -4.570 0.702
C 2.271 3.110 0.258
C 4.350 4.318 -1.025
H 3.523 3.555 -2.874
H 1.488 3.491 -1.712
H 3.286 7.198 0.587
H 4.903 3.874 -0.195
O 2.604 -1.101 -0.291
H -2.660 -4.733 3.099

LUMO level = 0.4 eV
strongest force on any atom = 1.2 eV/Å
orbital gap = 9.5 eV
HOMO level = -0.3335 hartree
energy above the lowest of the compared OMol25 structures with the same formula, charge and spin = 2.029 eV
net charge = 0